1.
C25H22BrCl2IrN3OP | ωB97M-V with the def2-TZVPD basis set

The frontier orbital gap (alpha / beta) is 6.5613 / 5.9499 eV. Its total charge is +1. The largest force on an atom is 0.998 eV/A. The HOMO energy (alpha / beta) is -10.098 / -10.499 eV. The multiplicity is 6. The value obtained for the energy relative to the best compared isomer or geometry (same formula, charge and spin) is 81.19 kJ/mol.

```
56
Properties=species:S:1:pos:R:3:forces:R:3:mulliken_spin:R:1
Ir 0.0586 0.0478 -0.7718 -0.526 0.181 -0.511 2.667
Br 3.0778 4.1361 4.3103 0.010 0.005 0.020 0.001
C 2.4152 3.4415 2.6848 0.028 -0.011 0.034 0.015
C 1.5382 4.2134 1.9112 -0.058 0.037 -0.059 0.000
C 1.0362 3.7295 0.7289 0.048 -0.035 0.046 0.027
C 1.3671 2.4363 0.2742 -0.172 0.112 -0.069 0.001
O 0.8603 2.0001 -0.8523 0.051 -0.038 0.004 0.209
C 2.2699 1.6680 1.0600 0.052 -0.060 0.035 -0.004
C 2.7548 0.3930 0.6318 -0.057 0.020 -0.077 -0.004
N 2.2214 -0.2913 -0.3268 0.108 -0.068 0.068 0.164
C 2.7812 -1.4613 -0.8584 0.021 0.047 0.025 -0.008
C 4.0624 -1.9092 -0.6589 -0.018 0.018 0.009 0.030
C 4.5115 -3.0954 -1.2701 -0.001 -0.028 -0.018 -0.008
C 3.6914 -3.8137 -2.0918 0.057 -0.022 0.007 0.021
C 2.3767 -3.3631 -2.3470 -0.016 -0.020 -0.023 -0.011
C 1.4854 -4.0468 -3.2029 -0.047 0.026 -0.001 0.030
C 0.2317 -3.5466 -3.4126 0.048 0.007 0.021 -0.015
C -0.1377 -2.3575 -2.7681 -0.056 0.069 -0.059 0.029
N 0.6661 -1.6892 -1.9651 0.125 -0.190 0.056 0.007
C 1.9241 -2.1797 -1.7338 -0.007 -0.065 0.005 0.002
C 2.7929 2.2008 2.2571 0.004 0.009 0.020 -0.002
H 1.2564 5.2007 2.2526 0.007 -0.002 0.007 0.000
H 0.3611 4.3231 0.1279 0.000 -0.007 -0.010 -0.003
H 3.6307 0.0023 1.1531 -0.004 0.010 -0.011 0.004
H 4.7506 -1.3448 -0.0439 -0.006 -0.010 -0.003 0.001
H 5.5239 -3.4288 -1.0882 -0.001 0.003 0.002 0.000
H 4.0369 -4.7235 -2.5658 -0.004 0.013 0.007 0.001
H 1.8081 -4.9613 -3.6846 0.005 0.003 0.003 0.001
H -0.4771 -4.0405 -4.0612 0.002 0.003 0.003 0.000
H -1.1234 -1.9356 -2.9172 0.056 -0.025 0.012 -0.013
H 3.4904 1.6127 2.8410 -0.005 -0.003 -0.010 0.000
C -3.4639 -0.7370 -2.8784 -0.109 0.055 0.047 0.053
P -2.8596 0.1698 -1.4052 0.206 -0.176 -0.415 0.371
C -3.0066 1.9117 -1.9067 0.014 -0.014 0.034 0.018
C -4.1683 -0.1578 -0.1926 0.026 0.026 0.058 0.013
H -4.4652 -0.3936 -3.1489 0.003 -0.018 -0.017 0.011
H -3.5083 -1.8059 -2.6666 -0.011 0.003 -0.008 0.004
H -2.7977 -0.5654 -3.7241 -0.002 0.006 0.004 0.000
H -4.0249 2.2744 -1.7650 -0.031 0.007 -0.015 0.008
H -2.7455 1.9930 -2.9622 0.021 0.013 0.014 0.001
H -2.3195 2.5244 -1.3250 -0.041 -0.012 0.009 0.003
H -5.1460 -0.0178 -0.6569 -0.005 0.009 0.007 0.006
H -4.0778 0.5134 0.6597 0.018 -0.003 -0.014 -0.005
H -4.0833 -1.1865 0.1589 -0.014 0.008 0.011 0.004
Cl -2.7889 2.9786 1.5426 0.011 -0.064 -0.008 0.019
C -2.1253 1.6952 2.4932 -0.073 0.132 0.074 0.146
C -2.2720 1.7211 3.8651 0.004 0.022 -0.064 -0.069
C -1.7136 0.7116 4.6364 0.009 -0.027 0.059 0.149
C -1.0012 -0.3245 4.0415 -0.011 0.019 -0.027 -0.067
C -0.8660 -0.3447 2.6727 0.054 -0.124 0.001 0.110
Cl 0.0433 -1.6297 1.9271 -0.090 0.049 0.122 0.038
C -1.4207 0.6615 1.8398 -0.021 -0.261 -0.230 -0.026
N -1.2381 0.6283 0.5090 0.395 0.374 0.837 1.061
H -2.8132 2.5364 4.3245 0.004 -0.011 -0.001 0.000
H -1.8265 0.7344 5.7115 0.002 0.000 -0.010 0.011
H -0.5542 -1.1079 4.6373 -0.004 0.011 0.001 0.000
```
Positions in Å, forces in eV/Å.


2.
C4H9NO | ωB97M-V with the def2-TZVPD basis set

The frontier orbital gap is 10.6429 eV. Its total charge is 0. The largest force on an atom is 1.845 eV/A. The HOMO energy is -9.704 eV. The multiplicity is 1. The value obtained for the energy relative to the best compared isomer or geometry (same formula, charge and spin) is 77.11 kJ/mol.

```
15
Properties=species:S:1:pos:R:3:forces:R:3:lowdin_charge:R:1
C 1.7264 0.9510 0.9721 -1.387 0.500 -1.109 -0.337
N 0.4295 0.4824 0.9483 0.876 -0.891 -0.112 0.039
C -0.8613 -1.5301 0.1347 -0.187 1.221 0.709 -0.040
C -0.0427 -0.2717 -0.2128 0.008 0.221 -0.942 -0.431
C -0.6879 0.7494 -1.1621 -0.142 -1.146 -0.178 -0.060
O 2.4465 0.8736 -0.0040 0.263 -0.075 0.575 0.011
H 1.9385 1.5985 1.8284 0.283 -0.328 0.425 0.126
H -0.1157 0.3518 1.7788 0.178 0.304 0.435 0.120
H -1.2180 -1.4581 1.1706 0.124 -0.235 -0.066 0.069
H -1.7705 -1.5782 -0.4604 0.160 -0.271 -0.292 0.073
H -0.2233 -2.3972 0.0260 -0.238 -0.328 0.013 0.073
H 0.8119 -0.6172 -0.7923 0.344 0.044 0.435 0.123
H 0.1326 1.3879 -1.4891 -0.409 0.536 0.205 0.076
H -1.5379 1.2382 -0.6756 0.275 0.288 -0.260 0.081
H -1.0281 0.2197 -2.0626 -0.148 0.161 0.161 0.078
```
Positions in Å, forces in eV/Å.


3.
C19H46AlN2S2SbSi | ωB97M-V with the def2-TZVPD basis set

The frontier orbital gap is 3.7254 eV. Its total charge is -2. The largest force on an atom is 0.544 eV/A. The HOMO energy is 0.776 eV. The multiplicity is 1. The value obtained for the energy relative to the best compared isomer or geometry (same formula, charge and spin) is 250.48 kJ/mol.

```
72
Properties=species:S:1:pos:R:3:forces:R:3:lowdin_charge:R:1
Al -0.6985 -0.5457 0.2993 0.084 0.456 0.275 -0.282
C -3.3273 0.4928 2.5334 -0.017 0.002 0.003 -0.104
C -2.3002 -0.5341 3.0239 -0.077 -0.008 -0.061 -0.732
C -3.0025 -1.9100 3.0599 0.018 0.003 0.014 -0.110
C -1.9168 -0.1731 4.4675 0.008 0.035 -0.019 -0.110
C -1.0821 -0.5260 2.1287 0.190 -0.032 -0.158 -0.289
H -4.2113 0.5307 3.1858 -0.020 -0.008 0.004 0.065
H -3.6586 0.2369 1.5248 0.022 0.003 -0.055 0.060
H -2.8700 1.4837 2.4900 -0.001 0.010 0.017 0.063
H -3.8655 -1.9257 3.7453 -0.018 0.012 0.005 0.056
H -2.2944 -2.6801 3.3750 0.017 -0.014 0.021 0.066
H -3.3476 -2.1745 2.0588 0.004 -0.006 -0.022 0.056
H -2.7936 -0.1381 5.1295 -0.019 -0.014 0.016 0.057
H -1.4226 0.8011 4.4859 0.001 0.011 -0.006 0.067
H -1.2157 -0.9127 4.8656 0.020 -0.007 0.003 0.065
H -0.1955 -0.9293 2.6453 -0.045 0.044 0.097 -0.023
C 2.7587 -1.8621 0.9308 -0.015 0.051 0.024 -0.227
Si 1.8382 -0.3412 0.1871 0.049 -0.206 -0.021 0.666
C 2.5366 -0.2901 -1.6446 -0.034 -0.025 0.002 -0.651
C 4.0515 -0.4431 -1.7950 0.021 0.026 0.023 -0.121
C 2.0850 0.9773 -2.3728 0.016 0.026 0.023 -0.117
C 1.8773 -1.4822 -2.3470 -0.034 -0.041 -0.027 -0.159
C 2.5649 1.1558 1.2137 -0.035 0.028 -0.036 -0.652
C 1.8130 2.4449 0.8695 -0.039 0.000 0.005 -0.124
C 4.0656 1.3913 1.0317 -0.016 0.039 -0.024 -0.124
C 2.3047 0.8620 2.6958 0.033 -0.102 -0.027 -0.130
H 3.8502 -1.7691 0.9648 0.025 0.033 0.009 0.004
H 2.5138 -2.7632 0.3624 -0.014 -0.017 -0.038 -0.001
H 2.3992 -2.0358 1.9471 -0.024 -0.007 0.025 0.012
H 4.5918 0.4388 -1.4455 -0.012 -0.059 -0.022 0.049
H 4.3115 -0.5871 -2.8551 0.002 0.002 -0.018 0.067
H 4.4308 -1.3073 -1.2432 0.004 -0.025 0.001 0.062
H 2.5824 1.8680 -1.9794 0.016 -0.010 -0.005 0.056
H 1.0041 1.1126 -2.2855 -0.032 0.006 0.001 0.038
H 2.3326 0.9086 -3.4433 0.004 0.000 -0.023 0.072
H 2.1815 -2.4294 -1.8905 -0.001 -0.038 0.018 0.058
H 2.1778 -1.5095 -3.4063 0.013 -0.003 -0.030 0.074
H 0.7871 -1.4008 -2.3019 -0.017 0.010 -0.006 0.016
H 2.0019 2.7755 -0.1547 -0.025 -0.013 0.015 0.055
H 2.1238 3.2568 1.5442 0.018 0.017 0.003 0.072
H 0.7351 2.3078 0.9863 -0.011 0.005 0.007 0.042
H 4.2979 1.7976 0.0440 -0.022 0.005 0.029 0.054
H 4.6459 0.4740 1.1637 0.016 -0.020 0.005 0.064
H 4.4229 2.1194 1.7755 0.009 0.017 0.005 0.068
H 1.2457 0.6556 2.8717 -0.028 0.048 0.010 0.046
H 2.6038 1.7308 3.3000 -0.014 0.017 0.028 0.070
H 2.8839 0.0013 3.0437 0.018 -0.003 0.000 0.065
C 0.6299 -4.8611 -3.1009 -0.058 -0.080 0.019 -0.118
N 0.0932 -4.7360 -1.7607 0.087 0.334 0.041 -0.075
C -0.8678 -3.8061 -1.4404 -0.151 -0.147 0.112 -0.917
N -1.5606 -3.2720 -2.4877 0.149 0.516 0.088 0.066
S -1.1792 -3.3826 0.1474 0.126 -0.417 -0.316 0.644
H 1.3619 -5.6685 -3.1048 -0.005 0.017 -0.017 0.076
H 1.1185 -3.9496 -3.4588 0.022 0.052 0.001 0.063
H -0.1702 -5.1278 -3.7932 0.018 -0.013 -0.017 0.076
H 0.7486 -4.8489 -1.0031 -0.058 -0.106 0.029 0.095
H -0.9938 -3.0637 -3.3023 -0.024 -0.185 -0.053 0.073
H -2.0133 -2.3882 -2.2058 -0.019 -0.042 0.074 -0.023
S -1.6378 0.0096 -1.6117 -0.117 -0.199 -0.039 0.010
C -3.1440 4.9935 -0.4357 0.048 -0.046 0.012 -0.403
Sb -2.2818 2.9400 -0.6637 -0.091 0.111 -0.014 1.147
C -4.2933 2.1731 -0.7999 0.060 -0.031 -0.023 -0.378
C -2.0079 3.3614 -2.7667 0.032 -0.052 0.012 -0.387
H -3.9017 5.1952 -1.1976 -0.023 -0.015 -0.030 -0.027
H -2.3577 5.7488 -0.5138 0.021 0.011 -0.006 -0.037
H -3.6059 5.0843 0.5504 -0.014 0.009 0.025 -0.035
H -4.6753 2.3676 -1.8036 -0.017 0.026 -0.008 -0.011
H -4.9248 2.6729 -0.0639 -0.009 0.010 0.030 -0.013
H -4.2695 1.1010 -0.6277 0.000 -0.016 -0.008 -0.048
H -2.9702 3.6049 -3.2204 -0.028 0.013 -0.002 -0.016
H -1.5785 2.4845 -3.2462 0.002 -0.020 0.004 -0.048
H -1.3357 4.2149 -2.8752 0.012 0.020 -0.003 -0.019
```
Positions in Å, forces in eV/Å.